[1]
{"formula": "C16H33Br6O10Zr", "method": "ωB97M-V with the def2-TZVPD basis set", "elements": ["Zr", "Br", "Br", "Br", "Br", "Br", "Br", "O", "O", "O", "O", "O", "O", "O", "O", "O", "O", "C", "C", "C", "C", "C", "C", "C", "C", "C", "C", "C", "C", "C", "C", "C", "C", "H", "H", "H", "H", "H", "H", "H", "H", "H", "H", "H", "H", "H", "H", "H", "H", "H", "H", "H", "H", "H", "H", "H", "H", "H", "H", "H", "H", "H", "H", "H", "H", "H"], "positions_angstrom": [[0.0829, 2.8584, -1.4219], [0.3914, -5.0021, -2.4109], [2.7918, -0.9983, 4.2636], [-3.0941, -2.8145, 1.4460], [5.6924, -1.6490, 0.5690], [-2.7553, -1.7190, 6.0635], [0.9961, -3.7111, 1.8711], [-3.7999, 0.1370, -2.5707], [-0.3680, 1.2520, -0.0413], [0.3167, -1.0963, -4.5825], [1.9820, 3.0912, 2.3476], [0.7013, 3.7871, 0.5637], [-3.6642, 1.7009, -4.1480], [1.6624, -1.4801, -3.0495], [0.8520, 5.0974, 2.5087], [0.3924, 0.4481, -2.9871], [-1.9680, 1.5980, -2.5120], [-3.4002, -0.7220, -1.4920], [1.0904, 3.9811, 1.7321], [4.2211, -1.5465, 2.9962], [-2.1925, -2.2073, 4.2296], [-3.1006, 2.7416, -4.9784], [2.3572, 3.1132, 3.7062], [0.8077, -0.5915, -3.5132], [-3.3457, -1.9821, 3.2532], [2.4329, -1.1641, -1.9124], [0.9938, -4.7469, 0.2068], [-0.8582, -0.4963, -5.1711], [-3.0517, 1.1977, -3.0159], [4.2593, -0.7722, 1.6084], [0.1324, -3.9262, -0.7598], [0.0856, 6.1679, 2.0844], [-0.3643, 0.0753, 0.7355], [-0.6554, 0.5181, -5.5146], [4.3941, 0.2947, 1.7866], [-3.2634, -0.1749, -0.5593], [0.3485, 6.5633, 1.1032], [-2.7510, 2.3308, -5.9255], [-2.3140, 3.1621, -4.3518], [-2.3858, -1.0408, -1.7316], [-0.7944, 0.2322, 1.7247], [1.7832, 2.2880, 4.1276], [-3.6562, -0.9382, 3.2090], [2.0456, -4.7746, -0.0780], [0.6936, -5.7803, 0.3799], [0.6390, -0.2819, 0.9679], [-4.1199, -1.5329, -1.3797], [3.3881, -0.7309, -2.2090], [-1.6742, -0.5091, -4.4485], [-3.8473, 3.4879, -5.2497], [-1.8442, -3.2370, 4.1495], [-0.9171, -4.0870, -0.5132], [2.1132, -0.5152, -1.0970], [3.4179, 2.9663, 3.9097], [2.6223, -2.0689, -1.3349], [3.2806, -0.8328, 1.1325], [-0.9358, 5.7879, 2.0690], [-1.2807, -1.0818, -5.9877], [2.1562, 4.0042, 4.3011], [0.2044, 6.9950, 2.7844], [-4.2572, -2.4255, 3.6542], [0.4304, -2.8806, -0.8366], [5.1827, -1.4640, 3.5028], [-1.3471, -1.6204, 3.8703], [3.9778, -2.5729, 2.7217], [-0.9134, -0.7019, 0.2038]], "forces_ev_per_a": [[-2.632, -8.061, 5.689], [-0.200, 0.869, -0.064], [0.517, 0.113, -0.803], [0.146, 0.739, 0.912], [-0.902, 0.747, 0.291], [0.450, -0.257, -1.220], [0.015, -0.003, 0.359], [1.136, 2.955, -1.562], [1.646, 4.785, -3.749], [-1.071, -0.106, -1.680], [-3.047, 2.569, -4.468], [-0.753, -0.332, -2.924], [0.695, -1.644, 2.523], [-0.361, 1.289, 0.750], [2.305, -4.879, -1.717], [0.618, 1.885, 0.936], [-0.059, 0.972, 0.400], [1.525, 0.550, 0.422], [3.376, 1.191, 5.709], [-0.256, 0.246, -1.554], [0.020, -0.078, -1.054], [0.527, 0.044, 0.665], [-0.298, -0.064, 2.815], [-0.061, -1.342, 0.364], [-1.043, -0.182, 1.011], [1.938, -0.178, 1.349], [0.491, 1.049, 0.085], [-0.771, 0.324, 0.133], [-2.107, -0.743, -1.486], [-0.319, -0.398, 1.988], [0.223, -2.407, -0.070], [-1.955, 1.286, -1.003], [-0.310, -0.593, -0.074], [0.108, -0.102, 0.066], [0.774, -0.078, -0.230], [-0.613, 0.173, 0.048], [0.269, -0.275, -0.106], [0.240, -0.293, 0.312], [0.242, 0.467, -0.636], [-0.112, -0.718, -0.090], [-0.347, 0.450, -0.001], [0.301, 0.000, 0.293], [0.555, 0.136, -0.683], [-0.172, 0.111, -0.150], [-0.449, 0.362, 0.089], [0.511, 0.132, -0.305], [0.107, 0.303, -0.311], [0.089, -0.309, -0.259], [0.203, 0.207, 0.319], [-0.225, -0.209, 0.562], [-0.296, -0.073, 0.614], [0.105, 0.492, -0.014], [-1.350, 0.544, -0.583], [0.076, -0.391, -1.073], [0.154, -0.368, -0.645], [0.142, -0.572, -0.313], [-0.273, 0.638, 0.017], [0.968, -0.317, -0.064], [-0.572, 0.306, -0.695], [-0.014, -0.397, 0.196], [0.152, -0.562, -0.268], [-0.008, -0.276, -0.249], [-0.290, -0.036, 0.049], [0.110, 0.336, 0.621], [0.168, -0.002, 0.495], [-0.036, -0.024, 0.020]], "mulliken_charge": [2.284, -0.082, -0.199, -0.156, -0.079, -0.086, -0.137, -0.260, -0.242, -0.322, -0.171, -0.615, -0.313, -0.240, -0.255, -0.360, -0.140, -0.432, 0.699, -0.702, -0.454, -0.499, -0.627, 0.664, -0.711, -0.667, -0.692, -0.444, 0.476, 0.033, -0.249, -0.639, -0.102, 0.281, 0.397, 0.341, 0.292, 0.261, 0.167, 0.166, 0.325, 0.281, 0.445, 0.415, 0.524, -0.039, 0.269, 0.496, 0.054, 0.281, 0.379, 0.373, 0.030, 0.290, 0.294, -0.277, 0.325, 0.343, 0.336, 0.258, 0.482, -0.093, 0.472, 0.183, 0.378, -0.007], "lumo_energy_ha": -0.517, "total_charge": 3, "gap_ev": 1.8930}

***

[2]
{"formula": "C16H33Cl4N3O6", "method": "ωB97M-V with the def2-TZVPD basis set", "elements": ["Cl", "Cl", "Cl", "Cl", "O", "O", "O", "O", "O", "O", "N", "N", "N", "C", "C", "C", "C", "C", "C", "C", "C", "C", "C", "C", "C", "C", "C", "C", "C", "H", "H", "H", "H", "H", "H", "H", "H", "H", "H", "H", "H", "H", "H", "H", "H", "H", "H", "H", "H", "H", "H", "H", "H", "H", "H", "H", "H", "H", "H", "H", "H", "H"], "positions_angstrom": [[-2.0253, 1.6850, -7.1015], [-1.4822, -1.4051, -5.8924], [-1.8979, 1.6877, 0.6395], [-0.7237, 2.0902, -2.4655], [2.0312, -1.9081, 2.1945], [0.8846, -1.5895, 0.3090], [2.4296, -0.2869, -2.8553], [-0.2348, -1.4715, 2.3251], [-0.3201, 3.1674, 5.1224], [-4.6360, -3.8609, 3.0703], [2.3588, 1.3839, -4.2912], [-2.9263, -2.3378, 2.7822], [1.5393, 2.5119, 4.1313], [4.2059, 1.3469, -2.7076], [0.8826, 3.0738, 5.1750], [-0.4085, 0.6594, -1.4793], [0.8291, 2.0950, 2.9163], [2.9623, -2.1112, 1.1716], [1.2259, 1.0146, -5.1114], [-3.7158, -1.2821, 2.1683], [-2.4844, -0.1555, -5.1084], [1.7168, 3.5225, 6.3624], [0.7942, -1.5235, 1.6556], [2.9465, 0.7455, -3.2672], [-2.4811, -4.5413, 3.7350], [-3.4551, -3.5010, 3.1747], [2.0866, -2.2419, -0.1180], [-1.5580, 0.4156, -0.4994], [-3.1437, 0.8325, -6.0651], [4.2799, 2.3284, -3.1758], [0.6100, 0.3025, -4.5622], [2.1900, 4.4605, 6.0720], [3.9714, 1.4999, -1.6542], [-1.3712, -0.4990, 0.0634], [0.7118, 1.0159, 3.0160], [1.8559, -3.2885, -0.3171], [-1.9702, -2.0296, 2.8866], [5.1552, 0.8303, -2.8498], [-2.4999, 0.2419, -1.0197], [-1.8599, -4.9453, 2.9356], [-1.9148, 0.3894, -4.3556], [2.6433, -1.7084, -0.8885], [0.5540, 1.8655, -5.2241], [-3.8154, 0.3520, -6.7764], [-3.0404, -5.4285, 4.0321], [2.4401, 2.7347, 6.5731], [3.5573, -2.9981, 1.3895], [1.4175, 2.1374, 1.9997], [-1.8100, -4.2387, 4.5389], [3.6339, -1.2593, 1.0648], [-0.2355, -0.0812, -2.2602], [-0.1575, 2.5451, 2.8064], [0.5343, 0.7743, -0.9445], [-4.0208, -0.4770, 2.8368], [1.2420, 3.6635, 7.3333], [-4.6045, -1.5593, 1.6014], [-2.9894, -0.8542, 1.4774], [2.7399, 2.2665, -4.6007], [-3.6134, 1.6345, -5.4956], [1.6214, 0.6035, -6.0403], [2.5482, 2.4646, 4.1214], [-3.2041, -0.7586, -4.5549]], "forces_ev_per_a": [[1.037, 0.457, -0.521], [0.131, 0.248, -0.166], [0.197, 0.748, 0.454], [-0.098, 0.942, -0.234], [-2.202, 0.882, 0.452], [-0.938, 0.600, 0.064], [0.257, -0.360, 0.563], [2.284, 0.747, -1.649], [-1.298, 0.491, 0.549], [0.741, 1.169, -0.267], [0.379, 2.066, -0.917], [-1.469, 0.729, -0.106], [0.638, 0.647, -0.504], [-0.772, 1.017, -0.137], [-0.066, -0.523, -0.105], [-0.005, -0.002, 0.467], [0.209, -1.263, 0.427], [0.069, -0.303, -1.314], [-0.192, -0.583, 1.071], [0.567, 0.569, -0.647], [-0.230, 0.028, 0.307], [0.553, -0.350, -0.102], [0.476, -2.261, 1.187], [-0.508, -1.595, -0.464], [0.187, -0.526, -0.318], [-0.131, -1.803, 0.689], [1.476, 0.038, 1.836], [-0.138, -1.425, -1.107], [-0.273, -0.556, 0.213], [0.430, 0.231, 0.194], [0.295, -0.398, -0.264], [0.348, -0.089, 0.165], [0.442, -0.044, 0.251], [0.287, 0.106, 0.029], [-0.601, -0.167, -0.002], [-0.046, 0.180, -0.366], [0.197, -0.860, 0.249], [-0.433, -0.384, -0.006], [0.111, 0.073, -0.256], [0.262, 0.382, -0.237], [0.367, -0.080, -0.240], [-0.857, -0.020, -0.503], [0.329, 0.148, -0.442], [-0.259, -0.059, 0.482], [-0.265, 0.352, 0.324], [0.516, 0.227, -0.258], [-0.156, -0.037, 0.032], [0.252, 0.816, 0.162], [-0.141, 0.312, -0.047], [-0.001, 0.246, 0.187], [-0.312, -0.636, 0.652], [0.404, 0.167, 0.188], [-0.029, 0.237, -0.067], [0.096, -0.154, 0.372], [-0.782, 0.084, -0.534], [0.227, -0.678, 0.215], [-0.408, 0.421, -0.183], [0.349, -0.153, 0.361], [-0.369, -0.415, 0.109], [-0.577, -0.029, -0.180], [-0.171, 0.003, 0.046], [-0.387, 0.386, -0.154]], "mulliken_spin": [-0.013, -0.023, -0.086, -0.019, -0.731, 0.013, -0.268, 0.113, -0.102, -0.008, 0.084, -0.034, -0.157, 1.493, 0.130, 0.475, 0.425, 1.349, 0.096, 0.026, 0.051, 0.090, 0.102, -0.752, 0.045, 0.017, 0.153, -0.007, 0.038, -0.052, 0.071, -0.016, -0.290, -0.009, 0.229, -0.118, -0.022, -0.162, 0.015, -0.014, -0.009, -0.035, 0.044, -0.001, -0.003, -0.018, -0.032, -0.119, -0.007, -0.408, 0.011, 0.003, -0.139, -0.005, -0.002, 0.005, -0.015, -0.156, -0.013, -0.071, -0.162, -0.004], "lumo_energy_ha": [0.081, 0.079], "total_charge": -1, "spin_multiplicity": 2, "gap_ev": [1.8222, 9.1198]}

***

Values for largest force on an atom, hartree/bohr, ordered as above
0.1986, 0.0567